Density functional theory data (ωB97M-V/def2-TZVPD) for a 4-piece molecular cluster, C5H15NO3 overall.

```
24
Properties=species:S:1:pos:R:3
C 1.965 -1.144 -0.255
C 1.515 -0.151 -1.066
C 0.310 0.624 -0.790
C 0.374 1.974 -0.812
N -0.788 -0.143 -0.397
C -2.077 0.565 -0.162
H 1.419 -1.478 0.611
H 2.892 -1.649 -0.429
H 2.078 0.109 -1.963
H -0.490 2.596 -0.719
H 1.278 2.508 -1.021
H -0.888 -1.005 -0.885
H -2.430 1.095 -1.042
H -2.895 -0.218 0.133
H -1.955 1.272 0.688
O -0.069 -0.767 2.601
H 0.103 0.183 2.791
H -0.367 -0.816 1.753
O 0.327 1.891 2.442
H 1.252 2.218 2.642
H 0.295 1.818 1.456
O -1.004 -2.502 -2.257
H -0.863 -3.381 -1.971
H -0.468 -2.440 -3.047
```

## Properties
E_LUMO: 0.51 eV
Molar mass: 137.179 g mol⁻¹
HOMO-LUMO gap: 8.93 eV
E_tot: -479.93209 hartree
HOMO: -8.4 eV

Löwdin population analysis, charges in e, atoms 1 to 8: C 0.0541; C -0.1226; C -0.4103; C 0.0144; N -0.0387; C -0.0827; H 0.0453; H 0.0471

Density functional theory data (ωB97M-V/def2-TZVPD) for a 3-piece molecular cluster, C5H15NO3 overall.

```
24
Properties=species:S:1:pos:R:3
C 1.051 -0.279 -0.453
C -1.056 -0.987 0.608
C 1.968 -0.455 0.719
C 1.022 -1.367 -1.485
C -2.165 -0.551 -0.338
N 0.777 0.956 -0.846
H 0.240 1.073 -1.694
H 0.560 1.677 -0.081
H -0.624 -1.942 0.318
H -1.455 -1.155 1.616
H 2.999 -0.444 0.348
H 1.839 0.342 1.447
H 1.791 -1.412 1.205
H 0.127 -1.319 -2.105
H 1.082 -2.351 -1.025
H 1.895 -1.242 -2.134
H -2.664 0.343 0.042
H -1.776 -0.297 -1.331
H -2.923 -1.326 -0.482
O -1.243 2.259 1.274
O -0.479 3.237 0.438
O -0.334 1.308 1.729
H -0.531 0.136 1.096
H -0.102 3.797 1.134
```

## Properties
E_LUMO: 0.30 eV
Molar mass: 137.179 g mol⁻¹
HOMO-LUMO gap: 7.79 eV
E_tot: -479.70038 hartree
HOMO: -7.5 eV

Löwdin population analysis, charges in e, atoms 1 to 8: C -0.4024; C -0.2178; C -0.0232; C -0.0359; C -0.1581; N 0.1815; H 0.1248; H 0.1125

Density functional theory data (ωB97M-V/def2-TZVPD) for a 3-piece molecular cluster, C5H15NO3S overall.

```
25
Properties=species:S:1:pos:R:3
O 2.254 -2.262 -1.319
C 2.307 -1.344 -0.541
C 2.123 0.099 -0.951
N 0.891 0.565 -0.360
C -0.349 -0.086 -0.649
C -1.251 -0.246 0.567
C -2.055 1.033 0.818
S -3.479 1.235 -0.295
H 2.424 -1.540 0.545
H 2.940 0.698 -0.517
H 2.161 0.168 -2.047
H 0.880 1.546 -0.127
H -0.916 0.343 -1.492
H -0.141 -1.082 -1.035
H -1.909 -1.083 0.384
H -0.636 -0.479 1.427
H -2.411 1.207 1.830
H -1.394 1.859 0.589
H -3.795 -0.059 -0.438
O 1.214 3.180 1.214
H 1.175 4.144 1.263
H 2.005 2.951 1.725
O -0.501 -3.485 0.109
H -0.087 -3.773 -0.712
H -1.451 -3.589 0.012
```

## Properties
E_LUMO: 0.39 eV
Molar mass: 169.246 g mol⁻¹
HOMO-LUMO gap: 8.77 eV
E_tot: -878.13444 hartree
HOMO: -8.4 eV

Löwdin population analysis, charges in e, atoms 1 to 8: O 0.0427; C -0.2643; C -0.1890; N -0.0672; C -0.2573; C -0.2554; C -0.5563; S 0.6886

Density functional theory data (ωB97M-V/def2-TZVPD) for a 4-piece molecular cluster, C5H15NO4 overall.

```
25
Properties=species:S:1:pos:R:3
C 2.535 -0.168 -1.515
C 1.299 0.075 -2.003
C 0.456 1.173 -1.518
C 0.300 1.210 0.034
N -0.165 -0.080 0.561
C -1.359 -0.225 1.184
O -1.645 -1.303 1.674
H 3.039 0.402 -0.754
H 3.212 -0.971 -1.920
H 0.796 -0.489 -2.840
H 0.824 2.235 -1.862
H -0.560 1.200 -1.976
H -0.403 2.037 0.289
H 1.317 1.393 0.529
H 0.507 -0.895 0.506
H -2.033 0.640 1.187
O -1.197 2.043 2.721
H -1.070 2.936 2.964
H -1.151 1.543 3.572
O -1.848 -1.025 -2.109
H -2.278 -1.909 -2.054
H -1.293 -0.911 -1.311
O 0.572 -2.812 1.498
H 0.406 -3.753 1.445
H -0.261 -2.348 1.697
```

## Properties
E_LUMO: 0.45 eV
Molar mass: 153.178 g mol⁻¹
HOMO-LUMO gap: 10.02 eV
E_tot: -555.19604 hartree
HOMO: -9.6 eV

Löwdin population analysis, charges in e, atoms 1 to 8: C 0.0032; C -0.2088; C -0.2372; C -0.1953; N 0.0228; C -0.3623; O -0.0086; H 0.0486

Density functional theory data (ωB97M-V/def2-TZVPD) for a 2-piece molecular cluster, C5H15NO4P overall.

```
26
Properties=species:S:1:pos:R:3
C -1.889 3.227 2.260
C -1.019 -2.357 -3.602
C 2.050 -4.087 -0.600
C -0.455 3.372 1.818
C 1.113 1.549 2.055
N 1.421 0.295 1.780
O 0.021 -1.142 -0.234
O -0.430 -1.717 -2.409
O 1.293 -3.043 -1.284
O 0.007 2.084 1.557
P -0.236 -2.570 -1.061
H -2.517 4.057 2.572
H -2.282 2.592 1.357
H -1.974 2.425 3.061
H -1.681 -3.242 -3.309
H -0.110 -2.893 -4.070
H -1.359 -1.572 -4.202
H 2.338 -3.414 0.330
H 3.044 -4.249 -1.038
H 1.425 -4.959 -0.424
H 0.155 3.721 2.547
H -0.377 3.976 0.842
H 1.920 2.074 2.573
H -0.159 -0.478 -0.865
H 0.657 -0.257 1.259
H 2.382 -0.143 2.075
```

## Properties
E_LUMO: -3.86 eV
Net charge: +1
Molar mass: 184.152 g mol⁻¹
HOMO-LUMO gap: 8.37 eV
E_tot: -896.30791 hartree
HOMO: -12.2 eV

Löwdin population analysis, charges in e, atoms 1 to 8: C -0.0475; C -0.0800; C -0.0905; C -0.2372; C -0.0890; N 0.2044; O -0.2823; O -0.3973

Density functional theory data (ωB97M-V/def2-TZVPD) for a 4-piece molecular cluster, C5H15NO5 overall.

```
26
Properties=species:S:1:pos:R:3
C 0.116 1.285 -1.456
C 0.218 2.218 -0.275
C 0.850 1.507 0.914
C 1.854 0.584 0.888
N -0.707 0.089 -1.102
C -1.915 0.241 -0.451
O -2.513 1.350 -0.896
O -2.435 -0.642 0.238
H 1.252 1.119 -1.691
H -0.471 1.831 -2.250
H -0.717 2.735 -0.047
H 0.759 3.245 -0.515
H 0.319 1.742 1.847
H 2.311 0.059 1.782
H 2.248 0.116 0.038
H -0.182 -0.713 -0.936
H -3.523 1.224 -0.801
H -0.835 -1.058 3.079
H -1.170 -1.169 1.473
O -0.724 -1.260 2.238
H 0.629 -2.423 -1.856
H 0.551 -1.607 -3.163
O 0.058 -2.290 -2.677
H 0.867 -2.174 1.839
H 1.557 -3.460 1.781
O 1.604 -2.550 1.999
```

## Properties
E_LUMO (spin up / spin down): -5.18 / -9.14 eV
Multiplicity: 2
Net charge: +1
Molar mass: 169.177 g mol⁻¹
Expectation value of S²: 0.75
HOMO-LUMO gap (spin up / spin down): 8.90 / 4.91 eV
E_tot: -630.03447 hartree
HOMO (spin up / spin down): -14.1 / -14.0 eV

Löwdin population analysis, charges in e, atoms 1 to 8: C -0.1603; C -0.1648; C 0.0566; C 0.2355; N 0.0943; C -0.5687; O 0.1095; O 0.0896

Density functional theory data (ωB97M-V/def2-TZVPD) for a 3-piece molecular cluster, C5H15NOS overall.

```
23
Properties=species:S:1:pos:R:3
C -1.084 0.776 -0.821
N 0.001 -0.006 -1.558
C 1.307 0.869 -1.519
C 1.858 1.081 -0.055
S 2.004 -0.502 0.803
C -2.409 0.000 -0.968
C -2.694 -1.220 0.076
H -0.878 1.034 0.207
H -1.148 1.777 -1.225
H 0.227 -0.934 -0.936
H 0.999 1.827 -1.969
H 2.148 0.444 -2.112
H 2.800 1.659 0.056
H 1.060 1.547 0.527
H -0.079 -1.964 0.323
H -2.535 -0.385 -1.982
H -3.165 0.797 -0.796
H -2.099 -2.026 -0.277
H -2.349 -1.178 1.067
H -3.721 -1.519 -0.166
H -0.728 0.128 3.380
H 0.400 -0.176 1.996
O -0.610 -0.249 2.462
```

## Properties
E_LUMO (spin up / spin down): 3.89 / 3.52 eV
Multiplicity: 2
Net charge: -1
Molar mass: 137.248 g mol⁻¹
Expectation value of S²: 0.76
HOMO-LUMO gap (spin up / spin down): 7.08 / 7.01 eV
E_tot: -727.56904 hartree
HOMO (spin up / spin down): -3.2 / -3.5 eV

Löwdin population analysis, charges in e, atoms 1 to 8: C -0.2888; N -0.1061; C -0.2960; C -0.6810; S 0.3433; C -0.2164; C -0.1149; H 0.0685

Density functional theory data (ωB97M-V/def2-TZVPD) for a 2-piece molecular cluster, C5H15NOS overall.

```
23
Properties=species:S:1:pos:R:3
C 1.082 3.117 1.690
S 2.121 2.384 0.448
C 1.475 0.719 0.263
C -0.057 0.605 0.320
C -0.561 -0.787 -0.033
C -1.948 -1.019 0.519
N -0.554 -1.025 -1.490
H 0.076 3.353 1.347
H 1.064 2.639 2.672
H 1.503 4.113 1.840
H 1.900 0.033 0.991
H 1.810 0.363 -0.718
H -0.357 0.809 1.349
H -0.492 1.410 -0.278
H 0.125 -1.501 0.422
H -2.695 -0.315 0.170
H -2.295 -2.016 0.232
H -2.005 -1.094 1.602
H -0.308 -0.172 -1.976
H -1.478 -1.278 -1.852
O 0.295 -3.759 -2.460
H 0.181 -2.866 -2.096
H 1.118 -3.713 -2.966
```

## Properties
E_LUMO: 0.83 eV
Molar mass: 137.248 g mol⁻¹
HOMO-LUMO gap: 9.50 eV
E_tot: -727.67976 hartree
HOMO: -8.7 eV

Löwdin population analysis, charges in e, atoms 1 to 8: C -0.4577; S 0.8090; C -0.5254; C -0.2504; C -0.4519; C -0.0759; N 0.0296; H 0.0324